No. 1
ORCA calculation (ωB97M-V with the def2-TZVPD basis set) on a cluster of 3 separate species, C17H35N5O6PS in total.

Element x y z (Å)
C1 -0.35 -0.25 3.03
C2 0.61 0.85 2.54
C3 1.89 0.39 1.81
O1 2.04 0.98 0.55
P1 1.98 0.20 -0.94
O2 3.40 1.07 -1.38
S1 0.13 -1.04 -0.32
C4 0.89 1.54 -1.70
C5 1.09 1.84 -3.18
N1 0.11 1.13 -4.03
O3 2.88 -1.10 -0.30
C6 3.00 -2.21 -1.13
C7 2.84 -1.71 -2.56
C8 2.37 -2.79 -3.55
C9 1.50 -2.23 -4.65
C10 2.13 -1.69 -5.77
C11 1.43 -1.15 -6.82
C12 0.04 -1.15 -6.77
C13 -0.60 -1.69 -5.68
C14 0.10 -2.23 -4.60
C15 -0.69 -2.76 -3.44
O4 1.98 -0.63 -2.51
H1 0.04 -1.25 2.84
H2 -0.60 -0.13 4.09
H3 -1.29 -0.20 2.48
H4 0.09 1.56 1.90
H5 0.93 1.41 3.43
H6 1.94 -0.70 1.78
H7 2.75 0.71 2.40
H8 3.63 0.83 -2.29
H9 -0.60 -0.80 -1.41
H10 1.12 2.43 -1.10
H11 -0.17 1.32 -1.54
H12 0.95 2.92 -3.35
H13 2.11 1.61 -3.49
H14 0.54 0.37 -4.54
H15 -0.31 1.77 -4.69
H16 2.22 -2.95 -0.89
H17 3.99 -2.66 -0.98
H18 3.86 -1.40 -2.89
H19 3.26 -3.21 -4.03
H20 1.88 -3.61 -3.02
H21 3.22 -1.70 -5.81
H22 1.95 -0.72 -7.67
H23 -0.55 -0.72 -7.58
H24 -1.68 -1.69 -5.62
H25 -1.37 -2.00 -3.07
H26 -1.27 -3.64 -3.74
H27 -0.06 -3.04 -2.59
C16 -3.50 1.86 4.37
O5 -2.86 0.87 4.71
N2 -3.03 3.13 4.60
N3 -4.70 1.77 3.74
H28 -3.52 3.95 4.30
H29 -2.11 3.22 4.98
H30 -5.05 0.85 3.54
H31 -5.23 2.57 3.44
C17 -3.31 1.17 9.03
O6 -3.64 0.45 9.96
N4 -3.24 0.74 7.74
N5 -2.99 2.49 9.22
H32 -2.97 1.32 6.97
H33 -3.46 -0.22 7.55
H34 -3.02 2.84 10.16
H35 -2.71 3.10 8.48

As for the spin multiplicity: 1. Its net charge is -1. The value obtained for the energy is -58061.355 eV.

Atom charges from the Mulliken analysis, given in e for atoms 1 to 8: number 1, C, carries -0.93; number 2, C, carries -0.30; number 3, C, carries -0.75; number 4, O, carries -0.57; number 5, P, carries 0.94; number 6, O, carries -0.76; number 7, S, carries -0.35; number 8, C, carries -1.28

=====

No. 2
ORCA calculation (ωB97M-V with the def2-TZVPD basis set) on a structure of composition C33H32BrN3O2SSiTl.

Element x y z (Å)
Tl1 -1.39 0.93 -0.27
C1 -1.18 3.74 -2.47
C2 -1.70 2.75 -3.29
C3 -2.88 2.11 -2.94
C4 -3.55 2.47 -1.76
C5 -3.01 3.46 -0.94
C6 -1.82 4.09 -1.29
H1 -0.26 4.24 -2.75
H2 -1.20 2.48 -4.21
H3 -3.30 1.35 -3.58
H4 -4.51 2.04 -1.54
H5 -3.54 3.79 -0.06
H6 -1.41 4.87 -0.66
Br1 4.82 -2.50 2.75
C7 3.30 -1.38 2.54
C8 2.74 -1.22 1.29
C9 1.61 -0.44 1.15
C10 1.05 0.21 2.24
C11 1.63 0.03 3.50
C12 2.75 -0.76 3.65
N1 -0.17 0.88 2.07
C13 -0.66 1.71 2.88
C14 -2.07 2.10 2.78
C15 -2.70 2.72 3.85
C16 -4.08 2.90 3.81
C17 -4.78 2.47 2.70
C18 -4.07 1.90 1.65
N2 -2.76 1.73 1.69
H7 3.17 -1.72 0.43
H8 1.17 -0.32 0.17
H9 1.19 0.49 4.38
H10 3.19 -0.91 4.63
H11 -0.11 2.12 3.73
H12 -2.12 3.03 4.71
H13 -4.59 3.35 4.65
H14 -5.85 2.57 2.64
H15 -4.58 1.58 0.75
C19 1.91 -4.49 -1.56
Si1 0.04 -4.49 -1.74
C20 -0.70 -6.18 -1.37
C21 -0.53 -3.92 -3.43
C22 -0.57 -3.37 -0.30
C23 -0.39 -3.88 0.98
C24 -0.77 -3.19 2.12
C25 -1.30 -1.92 1.93
N3 -1.45 -1.40 0.72
C26 -1.14 -2.09 -0.39
S1 -1.48 -1.25 -1.86
H16 2.37 -5.22 -2.23
H17 2.22 -4.74 -0.54
H18 2.34 -3.51 -1.81
H19 -0.49 -6.88 -2.19
H20 -1.78 -6.12 -1.25
H21 -0.27 -6.62 -0.46
H22 -0.27 -4.67 -4.18
H23 -0.06 -2.98 -3.74
H24 -1.61 -3.79 -3.47
H25 0.06 -4.86 1.09
H26 -0.65 -3.60 3.11
H27 -1.59 -1.29 2.76
O1 0.49 1.24 -1.80
C27 1.13 1.97 -0.99
O2 0.62 2.44 0.05
C28 2.58 2.22 -1.31
C29 2.97 2.36 -2.64
C30 4.32 2.49 -2.94
C31 5.27 2.45 -1.93
C32 4.87 2.31 -0.61
C33 3.53 2.22 -0.29
H28 2.22 2.34 -3.41
H29 4.63 2.62 -3.97
H30 6.32 2.51 -2.17
H31 5.61 2.29 0.18
H32 3.20 2.13 0.74

As for the spin multiplicity: 1. Its net charge is +1. Its energy above the lowest of the compared OMol25 structures with the same formula, charge and spin is 44.5 kcal per mole.

Atom charges from the Mulliken analysis, given in e for atoms 1 to 8: number 1, Tl, carries 1.19; number 2, C, carries -0.22; number 3, C, carries -0.28; number 4, C, carries -0.62; number 5, C, carries -0.45; number 6, C, carries -0.55; number 7, C, carries -0.34; number 8, H, carries 0.42

=====

Number 1: molar mass 468.54 g mol⁻¹. Number 2: molar mass 847.08 g mol⁻¹.